36
Properties=species:S:1:pos:R:3:forces:R:3 method="wB97M-V/def2-TZVPD" orbital_gap_ev=10.63 homo_energy_ev=-10.88 de_lowest_kj_mol=143.1 total_charge=0 e_lumo_ev=-0.2
O -0.105442 -0.172916 -1.820565 0.82 0.00 0.69
H 0.773447 -0.297419 -2.199371 -0.16 -0.19 -0.91
H 0.239281 0.028394 -0.936521 -0.81 0.24 0.28
O 0.502846 -3.212719 0.590860 0.04 -0.39 0.25
H 1.003718 -2.399231 0.661635 -0.01 0.21 0.15
H -0.262793 -3.137758 1.214496 0.51 0.29 -0.73
O 1.325632 -3.921175 -2.135865 -0.61 0.54 0.40
H 0.509148 -3.589978 -2.527930 0.13 -0.17 -0.56
H 1.113841 -3.675662 -1.217212 0.40 -0.42 0.19
O 2.242389 -1.037560 3.082613 -0.59 -0.42 -0.15
H 1.350321 -0.722369 2.909016 -0.15 0.54 -0.05
H 2.037091 -1.983059 3.107065 0.63 -0.11 0.12
O 2.213162 1.796047 -1.313910 0.31 0.23 0.56
H 2.814831 2.544022 -1.373312 0.05 0.27 -0.61
H 2.501978 1.488151 -0.437891 -0.42 -0.34 0.18
O -2.736977 -1.214132 -0.626287 0.29 -0.12 -0.42
H -2.506839 -2.143714 -0.515742 -0.21 0.00 0.35
H -1.991494 -0.939448 -1.177812 0.10 0.34 -0.23
O -3.105748 1.579154 0.135383 0.31 0.25 0.26
H -3.038885 0.637325 -0.037384 -0.43 -0.60 -0.26
H -2.339618 1.941011 -0.320412 0.07 0.08 -0.15
O 0.287326 3.297977 -3.779266 0.29 -0.70 0.65
H 0.587660 2.848137 -2.972931 0.01 0.54 0.26
H 0.238931 2.502279 -4.312644 -0.28 0.06 -0.79
O 2.665013 1.661693 1.621842 -0.01 0.04 -0.30
H 1.980094 2.168081 2.065842 0.03 0.04 0.09
H 2.998837 1.024232 2.261427 -0.03 -0.17 0.08
O -1.739628 -2.521894 1.704948 -0.10 -0.23 0.44
H -2.552884 -3.016005 1.604303 -0.28 0.10 0.19
H -1.938675 -1.583308 1.836343 0.02 0.01 -0.07
O -0.568253 3.087488 0.066144 -0.25 -0.28 0.36
H -1.242946 3.621954 -0.362392 0.21 0.32 -0.07
H 0.266491 3.270431 -0.368243 0.13 -0.02 -0.32
O -1.208082 0.268909 1.942673 0.31 0.92 -0.34
H -0.646015 0.953515 2.329819 0.08 -0.38 0.38
H -1.667759 0.849547 1.301280 -0.42 -0.46 0.09

---

36
Properties=species:S:1:pos:R:3:forces:R:3 method="wB97M-V/def2-TZVPD" orbital_gap_ev=9.66 homo_energy_ev=-9.85 de_lowest_kj_mol=546.7 total_charge=0 e_lumo_ev=-0.2
H -0.515078 -0.212951 -0.545039 0.10 -0.17 -0.05
H 0.292893 -1.202698 0.278140 0.08 0.25 -0.20
H 2.672120 -1.014122 -2.922578 0.16 0.21 -0.28
H 3.779701 0.025788 -2.879094 -0.04 0.10 0.01
H 0.851424 3.594148 0.151349 -0.05 0.00 -0.18
H 1.714965 4.810910 -0.138184 -0.02 -0.06 -0.07
H -4.331556 0.417517 0.193860 0.03 -0.19 0.34
H -5.561175 0.942091 0.916981 -0.15 -0.32 0.22
H -5.546260 -1.550881 0.970618 0.25 -0.02 -0.37
H -4.297255 -1.662927 0.111854 -0.32 -0.28 0.15
H -4.445475 2.173588 0.176007 0.36 0.45 -0.02
H -4.004893 1.707223 -1.201830 -0.16 0.17 -0.21
H 3.101687 -1.288160 1.887298 -0.22 -0.08 0.04
H 1.853414 -1.630827 1.090783 0.77 -0.07 -0.30
H 2.472572 1.730031 3.152938 0.18 0.06 0.10
H 2.340245 0.292803 3.629287 -0.08 -0.02 -0.17
H 1.838285 -1.802675 -1.539015 -0.18 -0.10 0.71
H 3.194434 -2.089679 -0.915694 -0.17 0.28 0.18
H -2.227367 2.430593 -1.542241 0.44 0.23 0.27
H -1.077911 1.715653 -0.851116 -0.07 0.28 -0.06
H -0.014342 -3.813023 0.169913 0.02 -0.05 -0.20
H -1.263268 -3.381452 -0.581067 0.14 -0.01 -0.05
H 4.183453 0.211661 1.121312 -0.29 0.30 -0.13
H 5.053213 -0.000687 -0.106885 -0.03 0.13 -0.07
O 0.006952 -1.019339 -0.623861 -0.98 0.22 0.07
O 3.253611 -0.548330 -2.311108 0.50 0.43 -0.98
O 1.006750 4.275128 -0.512828 0.15 0.15 0.23
O -4.898604 0.243049 0.953471 -0.64 0.97 1.30
O -5.219618 -1.939817 0.151458 -0.06 -1.54 -0.49
O -3.663443 1.915827 -0.324968 0.01 0.48 -0.79
O 2.359025 -0.881998 1.426348 -0.86 -1.17 0.88
O 2.621404 0.819862 2.872882 0.22 1.32 1.07
O 2.259079 -2.010233 -0.697087 -0.10 -1.89 -0.71
O -1.276257 2.485501 -1.396077 0.24 -0.22 -0.34
O -0.748598 -4.162243 -0.347680 -0.07 0.04 0.15
O 4.235861 0.420678 0.181868 0.84 0.13 -0.04

---

36
Properties=species:S:1:pos:R:3:forces:R:3 method="wB97M-V/def2-TZVPD" orbital_gap_ev=9.44 homo_energy_ev=-9.49 de_lowest_kj_mol=548.0 total_charge=0 e_lumo_ev=-0.1
H -1.047722 -0.426138 -1.332028 -1.78 -1.58 -1.80
H -0.674653 0.830129 -0.655555 1.17 -0.71 0.25
H -0.964123 0.509883 2.177543 -1.15 -0.60 1.83
H -0.198869 1.928806 2.040169 -0.79 -1.45 -0.01
H 2.501374 2.922353 -2.523397 -0.09 -0.01 -0.31
H 3.659302 3.023443 -1.575422 -0.58 -0.09 0.31
H -4.293715 -0.239590 -1.469472 1.87 1.19 0.12
H -4.590225 -1.684509 -2.075160 -0.01 1.42 0.72
H -3.037068 -0.599289 1.865637 -0.49 -0.20 -0.82
H -2.740233 -0.374933 0.404924 0.51 0.29 -0.33
H 1.409766 -2.282816 2.585019 2.00 0.16 -1.06
H 0.117224 -1.953906 3.101015 0.48 -1.34 0.58
H 0.940308 2.376735 -1.281982 1.65 0.22 -0.97
H -0.583489 2.823230 -1.228364 2.18 -0.99 0.78
H 1.227485 -1.689379 -1.197037 1.76 1.57 -1.50
H 2.540413 -2.104266 -1.797375 0.87 -0.70 -0.18
H 2.942095 0.088656 2.224771 1.93 2.45 0.76
H 1.630555 -0.470034 2.175716 0.02 -0.12 -0.09
H -0.271200 -2.972493 -1.607317 -0.15 -0.07 1.65
H -0.605474 -3.493935 -2.924703 0.53 0.77 -0.04
H 3.476470 -0.102228 -0.496560 0.36 -0.37 -0.08
H 4.721275 -0.716302 0.330000 -1.14 0.45 -0.71
H -3.662959 2.909128 1.715103 0.13 -0.10 -0.02
H -2.366040 2.748046 0.954114 1.03 0.59 -1.42
O -0.354270 -0.079498 -0.841205 0.41 0.58 1.33
O -0.480853 1.075074 1.631124 2.14 2.00 -1.46
O 2.685853 2.969614 -1.582752 0.93 0.16 -0.30
O -4.931674 -0.892625 -1.593845 -1.99 -2.62 -0.96
O -3.347016 -0.846254 0.967475 0.09 -0.08 1.29
O 0.808766 -2.663731 3.189857 -2.45 0.93 0.58
O 0.161125 2.292139 -0.781677 -4.00 2.27 0.39
O 1.970708 -1.350537 -1.809225 -1.84 -0.18 1.64
O 2.546515 -0.668000 1.906177 -4.91 -2.33 2.44
O -0.102020 -2.759359 -2.505345 -1.06 -1.19 -1.74
O 3.745882 -0.542901 0.324354 3.74 0.12 -2.41
O -2.833523 2.415494 1.685429 -1.37 -0.42 1.54

---

36
Properties=species:S:1:pos:R:3:forces:R:3 method="wB97M-V/def2-TZVPD" orbital_gap_ev=9.50 homo_energy_ev=-10.22 de_lowest_kj_mol=652.6 total_charge=0 e_lumo_ev=-0.7
O 7.299541 7.527406 20.955534 -6.48 2.85 -2.86
H 7.988430 7.140403 21.271961 7.10 -4.32 2.82
H 6.940553 7.876500 21.753416 -1.13 1.10 0.88
O 10.929212 5.320884 21.278206 -3.18 3.80 -2.12
H 11.692670 5.383530 21.809907 1.34 0.49 1.00
H 10.586720 6.358275 21.071591 1.78 -4.45 1.32
O 11.353939 12.143320 19.033543 0.94 -1.21 2.92
H 10.499844 11.679581 18.891585 0.61 0.02 0.17
H 11.710938 11.831876 19.975985 -1.55 1.17 -3.08
O 8.883819 7.845272 19.014380 0.27 -0.21 -1.44
H 9.705077 7.863034 19.504302 -0.15 -0.21 0.30
H 8.115996 7.595606 19.538795 0.25 0.26 0.25
O 9.351770 10.220547 18.000032 5.31 14.46 -10.99
H 8.639374 10.581394 17.387026 1.45 -0.91 1.54
H 9.066574 9.630269 18.433742 -6.65 -13.19 9.18
O 9.294563 9.996877 21.061598 1.00 -0.55 -0.64
H 9.830472 9.205589 20.854376 -0.07 0.69 -0.77
H 9.076393 9.694298 21.924762 -0.97 0.11 1.84
O 10.643131 12.247841 22.560817 0.20 -2.64 0.67
H 10.044910 11.614325 22.039912 1.28 1.21 1.06
H 11.090074 11.660134 23.270861 -1.34 1.43 -1.83
O 7.296388 11.660839 24.109881 -1.19 7.02 10.87
H 6.950223 11.294584 25.069573 1.43 1.29 -4.10
H 7.286837 11.032872 23.562324 -0.20 -8.20 -6.71
O 6.859980 10.783167 19.808054 2.26 0.52 0.99
H 6.262277 10.154797 19.418531 0.37 -0.80 -0.09
H 7.808506 10.438261 20.047185 -2.80 0.25 -0.81
O 9.928323 8.700804 23.892441 3.24 -0.66 -0.11
H 9.528501 8.722072 24.770580 0.40 0.04 -0.04
H 10.960281 8.500341 24.000743 -3.65 0.65 -0.03
O 11.415409 8.081389 20.572743 0.97 2.86 0.75
H 11.831384 7.469278 19.964416 0.63 0.20 -0.37
H 11.939498 8.984531 20.628964 -1.34 -2.93 -0.58
O 6.835333 8.796192 23.474620 5.27 -4.81 0.87
H 6.041052 9.054275 23.713186 -6.65 3.28 0.96
H 6.784794 8.014535 24.145419 1.24 1.38 -1.81

---

36
Properties=species:S:1:pos:R:3:forces:R:3 method="wB97M-V/def2-TZVPD" orbital_gap_ev=11.20 homo_energy_ev=-10.98 de_lowest_kj_mol=17.3 total_charge=0 e_lumo_ev=0.2
O 5.430552 3.395714 10.320724 0.44 0.66 0.80
H 4.716983 2.788698 10.169380 -0.52 -0.41 -0.20
H 5.574121 3.489355 11.285446 -0.06 -0.07 -0.21
O 8.774225 0.000319 9.493833 0.06 0.67 0.36
H 9.160403 0.823529 9.881549 -0.29 -0.48 -0.42
H 8.159815 0.307282 8.807267 0.18 0.22 -0.06
O 6.404958 4.082514 12.883745 -0.29 0.02 -0.16
H 6.956154 3.665350 13.570742 0.09 0.24 0.02
H 5.966104 4.842130 13.282309 0.17 -0.17 0.06
O 4.941262 0.091209 11.752825 -0.74 -0.73 0.89
H 4.375348 -0.529453 12.283273 0.97 0.95 -0.76
H 5.868424 -0.205591 11.883597 -0.38 -0.21 -0.24
O 9.985189 2.885872 7.445815 0.68 0.59 -1.98
H 9.648989 2.572664 8.254986 -0.52 -0.49 1.71
H 10.292280 3.788790 7.573977 -0.12 -0.11 0.18
O 8.862824 0.943740 12.865998 0.01 0.61 -0.83
H 8.640874 0.115912 12.387953 0.18 0.92 0.31
H 8.989383 1.698443 12.217866 -0.16 -1.48 0.51
O 8.338694 3.071665 14.663280 0.55 0.72 0.33
H 8.476161 2.188905 14.296058 0.30 -0.29 -0.13
H 9.216706 3.501286 14.760073 -0.93 -0.63 -0.21
O 7.772310 4.154711 9.400902 0.24 -0.01 0.00
H 6.917846 3.830698 9.767982 0.08 0.27 0.17
H 7.776745 3.641875 8.587686 0.17 -0.07 -0.37
O 7.282993 -1.360242 11.284927 0.75 1.20 -1.02
H 7.797129 -0.752561 10.621799 -0.66 -1.23 0.90
H 6.855488 -2.004717 10.707933 0.09 0.02 0.16
O 6.841584 1.765157 7.935047 -1.04 0.06 -0.27
H 6.490581 2.220951 7.120926 0.29 -0.95 1.45
H 6.067973 1.481596 8.511587 0.75 0.74 -1.28
O 4.304875 1.122061 9.239943 0.31 0.27 0.21
H 4.482577 0.819673 10.142799 0.50 -0.25 0.63
H 3.558979 0.577203 9.033221 -0.75 -0.35 -0.70
O 9.695756 2.644799 10.538412 -0.02 1.14 -0.42
H 9.173335 3.443877 10.186390 -0.12 -1.07 0.47
H 10.616361 2.948611 10.547240 -0.21 -0.30 0.11

---

36
Properties=species:S:1:pos:R:3:forces:R:3 method="wB97M-V/def2-TZVPD" orbital_gap_ev=9.78 homo_energy_ev=-10.00 de_lowest_kj_mol=452.7 total_charge=0 e_lumo_ev=-0.2
H 0.915332 0.324490 -0.028331 -0.14 0.39 -0.15
H -0.387343 0.170289 -0.795991 0.08 -0.02 0.03
H -4.213146 0.401024 1.968926 0.08 0.03 -0.09
H -4.012393 -1.035402 1.514591 -0.01 0.23 -0.13
H -2.523522 -2.737159 0.946406 0.42 -0.12 0.14
H -2.036382 -2.961699 2.368489 0.13 -0.03 0.00
H 2.518955 -0.727332 0.963779 0.18 -0.01 -0.53
H 2.542421 -2.073241 0.258075 -0.21 -0.05 0.18
H -4.126234 2.555327 -0.937758 -0.27 -0.42 -0.07
H -3.108659 1.641349 -1.600502 0.11 0.19 -0.01
H 1.212636 0.201022 3.252119 -0.04 -0.26 0.24
H 2.459346 -0.414781 2.638487 0.19 -0.31 0.42
H 2.192169 1.678589 2.181569 0.44 0.14 0.18
H 2.815858 2.981723 2.653685 0.11 -0.11 -0.05
H 4.784547 -2.498159 -2.612578 -0.08 -0.09 -0.01
H 3.630178 -1.935750 -1.799454 0.30 0.21 -0.07
H 0.820715 -2.080050 -3.218777 0.14 -0.05 0.03
H 1.918733 -2.369163 -2.208425 -0.27 -0.19 -0.46
H -1.499244 4.548739 -1.355554 0.34 -0.05 0.20
H -2.806235 3.780471 -1.247938 0.62 -0.13 -0.25
H 2.828456 2.486469 -1.601040 -0.11 -0.04 0.00
H 2.170195 3.342910 -0.531815 0.05 -0.14 0.16
H -3.833405 -2.545105 -0.152763 -0.28 0.11 -0.48
H -4.808116 -3.039388 0.903487 -0.23 -0.18 -0.08
O 0.568536 0.103552 -0.900059 -0.12 0.42 0.64
O -3.919532 -0.123793 1.215701 -0.06 0.15 0.22
O -1.794744 -2.528981 1.541835 -0.24 -0.02 0.09
O 2.848775 -1.628250 1.056273 0.03 0.13 -0.02
O -3.590567 2.465328 -1.733969 -2.44 -1.50 -0.44
O 2.165874 0.325148 3.181966 -0.89 -0.87 0.38
O 2.901603 2.298788 1.978972 0.13 1.34 -0.34
O 3.850053 -2.637737 -2.422238 0.19 0.02 0.19
O 1.154862 -1.800958 -2.358868 -0.06 -0.57 -0.30
O -1.857230 3.689255 -1.106308 1.61 1.87 0.60
O 2.760943 2.589806 -0.645135 0.07 0.04 -0.54
O -4.770432 -2.714056 -0.003005 0.24 -0.11 0.30

---

36
Properties=species:S:1:pos:R:3:forces:R:3 method="wB97M-V/def2-TZVPD" orbital_gap_ev=10.64 homo_energy_ev=-10.88 de_lowest_kj_mol=227.2 total_charge=0 e_lumo_ev=-0.2
O -1.076305 1.856541 2.360603 0.00 0.71 0.07
H -1.762694 1.392634 1.881134 -0.12 -0.11 -0.15
H -0.769928 1.225408 3.011784 0.17 0.09 0.07
O 0.442604 -0.213393 0.432816 -0.07 0.16 0.21
H -0.471386 -0.455640 0.283924 -0.60 0.21 -0.09
H 0.846038 -0.254341 -0.434248 0.47 -0.01 -0.11
O 0.803571 -2.331722 2.345233 -0.14 -0.40 0.36
H 1.415697 -1.953419 2.976430 0.25 0.02 0.11
H 0.286303 -1.587646 2.036985 0.07 0.19 -0.36
O 0.103552 -3.057653 -1.976343 0.17 -0.10 -0.23
H 0.399966 -2.420135 -2.625914 0.12 0.04 -0.20
H -0.318757 -2.530532 -1.298085 -0.37 -0.08 0.38
O 1.599478 1.165673 2.756046 0.53 0.12 0.40
H 1.401206 0.586607 3.491980 0.16 -0.09 0.26
H 1.137785 0.776528 2.013316 -0.31 -0.13 -0.66
O -2.179168 -2.896218 0.160224 0.06 -0.44 0.07
H -1.871554 -2.042345 0.464349 -0.11 0.21 0.28
H -2.820099 -2.691823 -0.520699 -0.03 -0.05 -0.24
O -1.662239 2.641037 -0.594179 -0.51 -0.02 -0.06
H -0.847898 2.210380 -0.334134 0.34 -0.11 0.19
H -1.395509 3.279331 -1.255745 0.11 0.12 -0.11
O 0.972167 2.354431 -2.264430 -0.34 0.03 0.07
H 1.794949 2.077955 -1.860921 0.16 -0.24 -0.28
H 1.164163 3.215877 -2.634958 0.00 0.23 -0.21
O 2.797349 0.865136 -0.732245 0.00 0.02 -0.25
H 3.511459 0.499371 -0.210226 0.26 -0.25 0.20
H 2.658341 1.739860 -0.369234 -0.01 0.22 0.57
O -2.291061 -0.492193 1.893967 0.07 -0.16 -0.26
H -2.254178 -0.553904 2.848466 -0.01 -0.21 0.34
H -3.224200 -0.417556 1.694178 -0.35 -0.09 -0.12
O -1.971883 -0.328477 -1.189031 0.14 -0.39 0.09
H -2.907522 -0.362991 -1.388115 -0.24 0.09 -0.04
H -1.596147 0.200487 -1.892779 0.11 0.42 -0.14
O 3.026750 -0.624739 -3.187433 0.15 -0.22 -0.29
H 2.930023 -0.050471 -2.427760 0.00 0.27 0.29
H 2.129127 -0.822055 -3.454956 -0.12 -0.04 -0.17

---

43
Properties=species:S:1:pos:R:3:forces:R:3 method="wB97M-V/def2-TZVPD" orbital_gap_ev=3.15 homo_energy_ev=-20.52 de_lowest_kj_mol=221.2 total_charge=+3 e_lumo_ev=-17.4
Tl 2.731677 2.949083 -0.781677 0.28 0.25 -0.27
Tl -0.748113 -0.005707 -3.889087 -0.18 -0.28 0.60
P 0.503287 0.189953 -0.534587 -0.59 0.13 1.52
O 0.837817 1.207823 0.600813 -0.52 -1.50 -2.29
O 1.145187 -1.203907 -0.207137 -0.61 3.01 -0.67
O 1.034747 0.928323 -1.804807 -0.21 -0.62 -0.07
O -1.017523 0.098763 -0.782637 2.09 -0.11 0.28
O -1.254793 2.821273 1.884813 -0.28 -0.21 -0.55
H -0.471863 2.329333 1.637323 0.27 -0.14 0.14
H -0.961483 3.401673 2.587193 -0.16 0.34 0.60
O 2.618767 -3.202977 0.252773 0.09 -0.58 0.68
H 2.364157 -3.888197 -0.365197 0.34 -0.87 -0.37
H 2.071707 -2.453247 0.018573 0.12 0.56 -0.20
O -0.416563 3.327743 -0.825337 0.71 -0.02 -0.73
H -0.452313 2.432383 -0.488767 -0.20 -0.03 0.12
H -0.818743 3.858763 -0.137937 -0.41 0.49 0.43
O 1.276297 1.739393 3.027503 -0.21 -0.17 0.99
H 1.170947 1.484213 2.110973 0.08 -0.28 -0.60
H 2.219697 1.692923 3.182643 0.64 0.26 0.49
O -1.561133 -0.662387 1.824533 0.98 -0.88 0.37
H -1.568493 -0.193697 0.989963 -0.13 0.34 -0.72
H -2.073403 -0.109667 2.414713 -0.69 0.35 0.84
O 1.175747 -1.184677 2.456833 -1.03 -0.20 0.70
H 1.880267 -0.797607 2.976503 0.62 0.20 0.99
H 1.386487 -0.948797 1.553403 0.06 0.15 -1.10
O 0.993737 -2.140907 -2.661537 -0.43 0.21 -0.58
H 1.164337 -1.809847 -1.779767 0.27 0.02 0.10
H 1.262007 -3.059177 -2.629197 0.06 -0.43 -0.57
O -2.336103 -1.744177 -1.967887 -0.16 0.13 -0.84
H -2.204653 -2.593857 -1.547167 -0.13 -0.62 -0.23
H -2.066163 -1.105377 -1.308127 0.08 0.30 0.33
O -0.268633 -3.031807 0.687423 -0.59 -0.69 1.22
H -0.711323 -3.536807 0.005343 -0.46 -0.97 -0.25
H 0.305507 -2.433837 0.208863 0.48 1.05 -0.38
O 3.741847 0.104243 -0.039837 -0.41 0.67 0.06
H 2.938007 -0.411187 -0.106157 0.03 -0.32 -0.13
H 4.414217 -0.530507 0.207633 0.62 -0.13 0.05
O -2.970743 1.514913 0.040393 -0.90 -0.07 0.03
H -2.237323 1.027083 -0.334237 0.46 -0.16 -0.24
H -2.568883 2.089743 0.691773 -0.13 0.82 0.74
O -3.318663 1.010493 -2.593607 0.73 -0.77 -0.88
H -3.538943 0.998903 -1.662167 -0.40 0.17 0.66
H -3.670603 1.841313 -2.913127 -0.22 0.61 -0.29